(1)
C30H57F9N7O7S2 | ωB97M-V/def2-TZVPD

Values from the calculation:
Frontier orbital gap ... 7.840 eV
Net charge ... +1
Energy above the lowest of the compared OMol25 structures with the same formula, charge and spin ... 315.0 kJ/mol
DFT total energy ... -3782.18180 a.u.
LUMO ... -2.47 eV

Last column: Mulliken charge in e.
CARTESIAN COORDINATES (ANGSTROEM)
1 S 5.3668 2.6159 -0.0772  1.344
2 S -3.2428 -2.3113 2.7830  -0.172
3 F 7.0137 2.6179 0.0772  -0.323
4 F 5.4986 0.6125 1.7351  -0.248
5 F 5.4728 4.2057 -0.4153  -0.283
6 F 4.5170 -1.3737 -0.0911  -0.351
7 F 6.4542 0.2258 -0.1949  -0.264
8 F 3.7122 0.2014 -1.4212  -0.274
9 F 3.7500 2.7471 -0.1893  -0.304
10 F 5.3027 3.0018 1.5300  -0.335
11 F 5.5737 2.3171 -1.6591  -0.246
12 O 4.4639 5.5465 -6.9893  -0.667
13 O -2.6930 1.3707 6.1891  -0.524
14 O 4.8825 2.0723 -10.4240  -0.655
15 O -7.6142 -0.2780 -2.2844  -0.642
16 O -0.0825 -5.4974 2.0837  -0.648
17 O -6.4549 -1.1392 3.4954  -0.601
18 O -4.5737 0.8209 7.3024  -0.492
19 N 4.2916 3.4367 -12.0994  -0.165
20 N 5.2537 4.9860 -4.9679  -0.122
21 N -6.3933 0.2480 1.7335  -0.062
22 N 1.0544 -6.8562 0.7128  -0.174
23 N -6.5639 0.5888 -4.0635  -0.171
24 N 0.1349 -1.4560 4.6868  0.041
25 N -1.9931 -1.8423 3.8592  0.076
26 C -6.9405 1.0244 0.6348  -0.783
27 C 5.0211 4.7193 -6.2838  0.761
28 C -8.5562 -0.6433 2.4532  -1.418
29 C -7.0622 -0.5408 2.6123  0.835
30 C 4.0880 -0.0274 -0.1167  0.933
31 C 4.1015 2.9058 -10.8611  0.746
32 C 2.2681 -5.7264 2.5148  -1.346
33 C -0.6516 -1.9363 3.6625  -0.399
34 C 2.9083 3.3858 -10.0748  -1.316
35 C -0.7079 0.2682 10.6829  -1.046
36 C 2.2195 -7.5485 0.1940  -0.833
37 C -5.8939 -1.6296 -3.2619  -1.335
38 C 5.4751 3.3829 -6.8128  -1.037
39 C -5.6088 0.6223 -5.1541  -0.833
40 C -1.0435 -0.8283 8.2818  -0.536
41 C -0.8153 -0.9956 5.6533  0.548
42 C -1.3586 0.4135 9.2295  -0.297
43 C 2.2768 -1.4270 1.2130  -0.156
44 C -0.2744 -0.3623 6.9736  -0.923
45 C -2.1340 -1.2479 5.1741  0.471
46 C 0.7638 -1.2037 1.6900  -0.841
47 C 0.1450 -2.4773 2.4148  0.140
48 C 5.3323 0.8055 0.3784  0.517
49 C 2.8420 0.0049 0.8806  -1.124
50 C -3.5271 0.5375 6.4482  0.573
51 C 5.8950 4.1359 -3.9848  -0.831
52 C 3.4810 4.4262 -12.7807  -0.798
53 C -3.4682 -0.9258 5.8888  -1.084
54 C 0.9878 -6.0064 1.7675  0.841
55 C -6.7608 -0.4008 -3.1519  0.817
56 H 3.1176 -7.3187 0.7603  0.330
57 H -4.9548 1.4856 -5.0175  0.284
58 H 2.0316 0.5351 0.2929  0.378
59 H 5.1060 3.0744 -12.5725  0.232
60 H 5.2271 3.3057 -7.8704  0.077
61 H 3.1172 3.9946 -13.7154  0.280
62 H 6.5565 3.2857 -6.7027  0.371
63 H 2.6338 4.7440 -12.1797  0.319
64 H 0.6923 -0.2794 2.3388  0.460
65 H -3.5827 -1.6169 6.7761  0.412
66 H -6.1601 -2.3321 -2.4740  0.293
67 H -0.8980 1.3380 8.7784  0.311
68 H 2.3649 -7.2527 -0.8463  0.284
69 H -3.7912 -3.4966 3.2391  0.228
70 H -4.3874 1.6694 7.7524  0.400
71 H 2.2086 -2.1104 0.3281  0.274
72 H 3.0398 0.6264 1.7915  0.356
73 H -6.1559 0.7340 -6.0920  0.287
74 H -8.8010 -1.0582 1.4741  0.381
75 H 3.0015 -5.2723 1.8458  0.363
76 H 6.7693 4.6605 -3.5931  0.262
77 H 4.9673 2.5781 -6.2780  0.338
78 H -9.0134 0.3406 2.5683  0.392
79 H 5.1914 3.9577 -3.1731  0.263
80 H -1.4905 -0.0228 11.4362  0.285
81 H -5.3974 0.2750 1.8923  0.163
82 H 0.8144 -0.6596 7.0401  0.372
83 H -6.4797 0.6836 -0.2919  0.186
84 H -6.0513 -2.1143 -4.2266  0.405
85 H 4.9263 5.8950 -4.6768  0.222
86 H 2.9841 4.4606 -9.9016  0.369
87 H 2.0327 -8.6227 0.2370  0.294
88 H -8.9579 -1.3037 3.2197  0.285
89 H -4.3448 -1.1128 5.2076  0.356
90 H -7.1749 1.3820 -3.9356  0.235
91 H -2.4697 0.5637 9.3401  0.173
92 H -8.0182 0.9211 0.5566  0.343
93 H 1.9882 3.1542 -10.6145  0.457
94 H 0.9857 -3.1507 2.7083  -0.483
95 H -2.0077 -1.3394 7.9971  0.054
96 H -6.6893 2.0749 0.7966  0.287
97 H -4.8429 -1.3588 -3.1456  0.355
98 H 4.1061 5.2922 -13.0068  0.276
99 H 6.2069 3.1839 -4.4055  0.304
100 H 2.8801 2.8815 -9.1106  0.283
101 H 2.6665 -6.6507 2.9350  0.458
102 H 2.8573 -1.8778 2.0702  0.263
103 H 2.0684 -5.0341 3.3315  0.234
104 H 0.1661 -7.0022 0.2559  0.245
105 H 1.1482 -1.4015 4.7397  0.355
106 H 0.1330 -0.4757 10.6315  0.305
107 H -0.3135 1.2806 10.9790  0.296
108 H -5.0059 -0.2803 -5.1972  0.321
109 H -0.2771 0.7551 6.8308  0.364
110 H 0.1781 -0.9622 0.7594  0.286
111 H -0.4316 -1.6200 8.7969  0.508
112 H -0.6040 -2.9720 1.7429  0.585

***

(2)
C30H57N3O13S5 | ωB97M-V/def2-TZVPD

Values from the calculation:
Frontier orbital gap ... 7.063 eV
Net charge ... 0
DFT total energy ... -4310.41950 a.u.
LUMO ... -0.56 eV

Last column: Mulliken charge in e.
CARTESIAN COORDINATES (ANGSTROEM)
1 S 7.3149 0.8637 -2.3233  1.186
2 S 3.0063 8.4899 1.9551  1.187
3 S -2.9000 -8.4540 -0.1906  1.320
4 S -5.3844 1.1063 5.7807  1.203
5 S -0.4697 -1.5849 3.2238  0.019
6 O 5.9634 0.5037 -2.0189  -0.557
7 O 2.5638 6.9919 1.6644  -0.234
8 O 3.6598 8.5490 3.2248  -0.609
9 O 3.6336 9.0218 0.7842  -0.638
10 O -5.7187 2.4673 5.4914  -0.642
11 O -1.5408 -8.8993 0.5074  -0.273
12 O -3.6481 -7.6434 0.7187  -0.611
13 O -4.5742 0.7782 6.9112  -0.610
14 O -2.6165 -8.0021 -1.5184  -0.637
15 O -2.7973 1.3392 -2.4304  -0.265
16 O 7.7558 2.2166 -2.1964  -0.620
17 O 7.6692 0.3328 -3.7808  -0.292
18 O -4.7530 0.4473 4.4782  -0.276
19 N -0.0334 -0.2185 2.5204  -0.635
20 N -1.0956 -2.4373 2.0309  -0.655
21 N 2.8119 2.5541 1.0376  -0.694
22 C 2.0226 1.9381 0.2561  0.840
23 C -5.1642 1.4920 -2.4026  -1.328
24 C -0.1468 0.5812 0.2212  -0.209
25 C 0.5156 1.9025 0.5589  -1.411
26 C 3.5644 6.0733 1.1670  -0.145
27 C -3.2666 -3.3440 -1.4733  -0.486
28 C -0.3763 1.2964 -2.1885  -1.049
29 C 8.4151 -0.1835 -1.4353  -0.974
30 C -0.3815 -0.3951 1.2234  1.010
31 C -0.4502 -7.9553 0.5340  -0.371
32 C 2.6447 1.2484 -0.9264  -1.009
33 C -1.1202 -1.0121 -1.3590  0.742
34 C 1.3888 9.1673 2.1129  -0.931
35 C -0.9712 -1.6509 0.9377  0.306
36 C -1.9510 -3.3298 -0.6413  -0.785
37 C -3.0822 -3.9699 -2.8879  -1.118
38 C -0.4236 -1.7939 -3.5981  -0.964
39 C -1.4344 -1.2548 -2.8033  -1.082
40 C -1.6554 2.1610 -2.2623  -0.734
41 C -2.3391 0.8969 4.5938  -0.831
42 C -6.8521 0.1360 5.8256  -0.935
43 C -0.5364 0.2866 -1.0724  0.771
44 C -1.3571 -1.9680 -0.3998  0.530
45 C -3.6414 1.1210 3.8534  -0.232
46 C -3.6323 -10.0531 -0.2572  -1.038
47 C 7.0145 2.1257 -5.3272  -0.983
48 C 4.4870 5.5882 2.2654  -1.053
49 C 6.7904 0.7003 -4.8631  -0.309
50 C -3.8872 1.6560 -1.5787  -0.032
51 C -0.6575 -6.8907 1.5921  -0.725
52 H 6.7122 2.8420 -4.5641  0.290
53 H -1.6949 2.7322 -1.3325  0.423
54 H 2.7695 1.9291 -1.7705  0.272
55 H -1.4957 -6.2443 1.3343  0.059
56 H -2.3496 1.3824 5.5698  0.412
57 H -6.5760 -0.9143 5.8621  0.313
58 H 2.0695 0.3881 -1.2651  0.107
59 H -4.0632 -3.8917 -0.9727  0.478
60 H -3.0379 -10.6844 -0.9117  0.319
61 H 0.4323 1.9946 -1.9910  0.427
62 H -3.6724 -10.4611 0.7490  0.327
63 H -2.1750 -0.1644 4.7611  0.159
64 H -3.8608 2.1849 3.7479  0.346
65 H 0.8776 9.0812 1.1583  0.306
66 H -0.3075 -7.5139 -0.4538  0.321
67 H 9.4238 -0.0272 -1.8081  0.343
68 H -7.3962 0.4140 6.7253  0.373
69 H 5.7515 0.5351 -4.5731  0.300
70 H -2.1482 -3.8470 0.2955  0.269
71 H -3.9126 -4.6226 -3.1605  0.330
72 H -3.0584 -3.2032 -3.6594  0.294
73 H -1.6003 2.8254 -3.1298  0.327
74 H 1.5012 10.2130 2.3902  0.368
75 H 5.1351 4.7984 1.8865  0.358
76 H -0.0103 2.6837 0.0145  0.365
77 H -2.1633 -4.5493 -2.9697  0.297
78 H -0.1607 0.8117 -3.1350  0.316
79 H -0.8806 -7.3456 2.5571  0.293
80 H 2.2785 2.9545 1.8115  0.268
81 H 0.1272 -1.1390 -4.2754  0.242
82 H -1.2492 -3.9746 -1.1777  0.473
83 H 8.1035 -1.2155 -1.5701  0.313
84 H -3.8136 2.6580 -1.1504  0.406
85 H 6.4339 2.3229 -6.2287  0.387
86 H 0.8577 8.6268 2.8918  0.312
87 H -3.6450 -2.3294 -1.6195  0.212
88 H -1.5059 1.3014 4.0223  0.270
89 H 5.1145 6.3966 2.6398  0.417
90 H -3.5701 0.7048 2.8487  0.153
91 H -3.9292 0.9343 -0.7515  0.126
92 H -5.1012 2.2012 -3.2286  0.294
93 H -2.4157 -1.0269 -3.2075  0.403
94 H 8.0695 2.2996 -5.5380  0.268
95 H 8.3533 0.0980 -0.3865  0.371
96 H 0.4426 -8.5361 0.7582  0.270
97 H -7.4445 0.3544 4.9415  0.310
98 H -0.1364 -2.8428 -3.5561  0.266
99 H 0.4276 2.0709 1.6309  0.481
100 H 4.1249 6.5314 0.3510  0.329
101 H -4.6372 -9.9330 -0.6556  0.378
102 H 7.0140 0.0082 -5.6728  0.272
103 H -6.0636 1.6300 -1.8089  0.415
104 H 3.6414 0.9035 -0.6615  0.443
105 H -5.1145 0.4977 -2.8467  0.292
106 H 0.2325 -6.2685 1.6911  0.386
107 H 3.9126 5.2042 3.1088  0.245
108 H 3.0199 5.2282 0.7503  0.071